1.
{
  "formula": "C4H9NO",
  "method": "ωB97M-V/def2-TZVPD",
  "e_homo_ev": -8.35,
  "lumo_energy_ev": 0.99,
  "gap_ev": 9.35,
  "species": ["C", "N", "C", "C", "C", "O", "H", "H", "H", "H", "H", "H", "H", "H", "H"],
  "xyz": [[-1.4630, -0.7878, 0.2402], [-0.4565, 0.2499, 0.3851], [-0.9082, 1.5094, -0.1705], [0.7959, -0.1258, -0.1493], [1.8090, -0.6076, 0.5628], [2.9532, -1.0379, -0.0351], [-1.7103, -1.0097, -0.8150], [-2.3764, -0.4655, 0.7503], [-1.1054, -1.7065, 0.7095], [-1.8236, 1.8144, 0.3442], [-0.1443, 2.2748, -0.0131], [-1.1226, 1.4547, -1.2567], [0.9784, 0.0382, -1.2163], [1.8018, -0.6734, 1.6394], [2.7720, -0.9272, -0.9755]],
  "atomic_forces_ev_per_a": [[-0.155, -0.159, 0.063], [0.117, 0.029, 0.030], [-0.123, 0.234, 0.019], [0.267, 0.099, 0.171], [-0.364, 0.202, -0.152], [-0.009, 0.079, 0.151], [0.045, 0.073, 0.121], [0.067, -0.087, -0.084], [-0.076, 0.094, -0.058], [0.079, 0.049, -0.104], [-0.118, -0.069, 0.005], [0.044, -0.060, 0.172], [-0.239, -0.133, -0.220], [0.034, -0.178, 0.068], [0.433, -0.173, -0.182]]
}


2.
{
  "formula": "C4H7NO2",
  "method": "ωB97M-V/def2-TZVPD",
  "e_homo_ev": -8.67,
  "lumo_energy_ev": 0.77,
  "gap_ev": 9.45,
  "species": ["O", "C", "C", "N", "C", "C", "O", "H", "H", "H", "H", "H", "H", "H"],
  "xyz": [[-1.1263, 0.5504, -1.7324], [-0.9037, -0.6702, -1.1759], [-0.0339, -1.5102, -1.7244], [1.1954, -0.0043, 0.7543], [1.9000, 0.7488, 1.4849], [-1.3057, 1.6156, 0.8981], [-1.2723, 2.5530, 1.5335], [-1.5461, 1.1025, -1.0626], [-1.4501, -0.8870, -0.2568], [0.1283, -2.5027, -1.3230], [0.5471, -1.1662, -2.5744], [1.6138, -0.1713, -0.1653], [2.8659, 1.1832, 1.2047], [1.5173, 0.9958, 2.4782]],
  "atomic_forces_ev_per_a": [[-0.054, 0.069, -0.013], [0.216, -0.449, -0.131], [-0.141, 0.116, -0.051], [0.316, 0.257, 0.190], [-0.078, -0.057, 0.015], [-0.313, 1.251, 0.883], [0.135, -0.974, -0.491], [0.006, -0.084, -0.158], [0.074, -0.008, -0.288], [-0.023, 0.173, -0.001], [-0.109, -0.231, -0.058], [-0.070, -0.018, 0.171], [-0.089, -0.070, -0.019], [0.129, 0.026, -0.050]]
}


3.
{
  "formula": "C4H40N2O15",
  "method": "ωB97M-V/def2-TZVPD",
  "e_homo_ev": -9.27,
  "lumo_energy_ev": -0.49,
  "gap_ev": 8.78,
  "species": ["N", "C", "C", "O", "C", "N", "C", "H", "H", "H", "H", "H", "H", "H", "H", "H", "H", "H", "H", "H", "H", "O", "H", "H", "O", "H", "H", "O", "H", "H", "O", "H", "H", "O", "H", "H", "O", "H", "H", "O", "H", "H", "O", "H", "H", "O", "H", "H", "O", "H", "H", "O", "H", "H", "O", "H", "H", "O", "H", "H", "O"],
  "xyz": [[-0.3758, -0.5033, -2.7429], [-0.5960, 0.0877, -1.3996], [0.5946, 0.9351, -1.0163], [0.8999, 1.8886, -1.8017], [-0.6612, -1.1535, -0.3886], [-2.0626, -1.5694, -0.1733], [-2.2756, -3.0292, -0.5459], [0.5964, -0.2027, -3.0056], [-1.0015, -0.0931, -3.4662], [-1.5375, 0.6405, -1.2697], [0.3347, 1.2907, -0.0051], [1.6057, 0.3234, -0.9368], [0.4356, 2.7668, -1.9401], [-0.3657, -0.9120, 0.5913], [-0.1439, -1.9472, -0.9734], [-2.7057, -1.1986, -0.8443], [-1.3464, -3.5527, -0.3865], [-2.5126, -3.2583, -1.6168], [-2.9951, -3.5372, 0.2280], [4.2883, -1.5000, 0.9607], [2.8812, -0.6738, 0.7173], [3.6084, -1.0417, 0.3277], [1.6887, -0.4668, 2.7958], [0.9193, 0.4538, 1.7151], [1.6791, 0.0427, 2.0428], [2.0934, -4.1332, 0.1423], [0.6700, -4.7772, 0.3069], [1.4199, -4.4752, 0.7416], [0.3940, -2.1169, -2.7074], [0.7602, -3.2567, -3.5804], [0.9147, -3.0103, -2.7261], [-0.3444, -1.9266, 2.4490], [-1.5468, -0.9448, 1.9674], [-0.7341, -1.1146, 2.5354], [-3.3819, 2.2966, -1.3490], [-2.7960, 2.0712, -2.8060], [-2.8715, 2.7281, -2.0889], [-3.7311, -0.4586, 3.7945], [-3.2213, -0.8952, 2.3680], [-2.9589, -0.4134, 3.1793], [0.3928, -0.8844, 4.0080], [1.5152, -0.8172, 4.9985], [1.1392, -1.3672, 4.2969], [2.9670, 0.2410, -3.5254], [1.9380, 1.2637, -3.5668], [2.2620, 0.6068, -4.0432], [-2.2332, 1.9569, 4.4730], [-1.6502, 0.9291, 3.3713], [-1.4824, 1.6735, 4.0072], [-2.7622, 4.0984, 0.1455], [-3.2081, 3.4316, 1.4103], [-2.5882, 3.9910, 1.0462], [-0.2549, 2.4440, 2.2484], [-1.1365, 2.9825, 1.1443], [-0.3289, 2.6041, 1.3162], [3.1105, -2.0396, -2.7525], [4.4740, -1.2757, -2.4453], [3.8160, -1.5279, -3.1778], [-0.1712, 4.4919, -0.2257], [1.0584, 3.6377, -0.4454], [0.4274, 4.2926, -0.8394]],
  "atomic_forces_ev_per_a": [[-0.005, 1.330, -0.836], [0.518, -2.340, 0.911], [-0.113, -4.099, 4.839], [1.874, 6.014, -5.771], [-1.198, 0.880, -3.015], [-1.024, -2.325, -0.661], [-0.515, -0.831, 1.939], [-1.137, -0.258, -0.306], [0.776, -0.465, 0.697], [0.283, 0.097, -0.445], [0.447, -0.266, -0.215], [-2.148, 0.348, 0.061], [-0.113, -1.698, 1.097], [1.603, 0.128, 0.391], [0.104, 0.486, 1.408], [-0.005, 1.287, -0.284], [0.430, -0.150, 0.152], [-0.259, 0.582, 0.911], [0.883, 0.972, -1.803], [-2.682, 1.710, -1.466], [-2.863, 1.410, 2.767], [5.673, -3.212, -1.365], [-0.957, -1.722, 2.700], [-1.964, 0.387, 0.160], [3.433, 1.651, -3.257], [-0.589, -0.117, -0.278], [-1.683, -0.679, -1.739], [2.222, 0.892, 1.983], [0.806, -1.546, 0.001], [-0.400, -1.409, -3.682], [-0.306, 2.767, 3.480], [1.136, -3.394, -0.978], [2.110, -1.360, 0.888], [-2.637, 4.083, 0.019], [0.791, 0.407, -1.452], [-0.158, 0.368, 0.596], [-0.712, -0.741, 0.906], [0.866, 0.017, -0.882], [-0.264, 0.209, 0.661], [-2.178, -0.234, 0.230], [-1.823, 0.792, -0.444], [0.004, -0.305, -0.067], [1.813, -0.537, 1.140], [0.810, -0.836, 0.242], [-2.378, 4.956, 3.415], [1.412, -4.103, -3.735], [-1.696, 0.084, 0.552], [-0.539, 0.939, 1.411], [2.516, -0.772, -1.753], [-0.638, 0.282, -2.299], [-2.268, -1.829, 1.179], [2.470, 1.749, 0.887], [-0.221, 0.116, 0.934], [-3.163, 1.565, -0.248], [3.590, -1.653, 0.088], [0.092, 0.069, 0.092], [-1.692, -0.785, -1.420], [1.571, 0.648, 1.573], [-3.598, 1.149, 4.074], [-0.965, 1.040, -0.115], [4.657, -1.745, -3.870]]
}